C38H98N10O14 | wB97M-V/def2-TZVPD

Results
- Energy relative to the best compared isomer or geometry (same formula, charge and spin): 718.2 kJ/mol
- E_HOMO: -8.302 eV
- M: 919.3 g mol⁻¹
- LUMO energy: 0.173 eV
- Gap between HOMO and LUMO: 8.5 eV
- SMILES: COCCNCCOC.COCCNCCOC.COCCNCCOC.COCCNCCOC.COCCNCCOC.COCCNCCOC.NC(N)=O.NC(N)=O
- Energy: -3107.0671 hartree
- Strongest force on any atom: 0.110 Eh/bohr

Structure (XYZ):
```
160
C38H98N10O14 | OMol25 | wB97M-V/def2-TZVPD
C 4.999 1.898 -0.046
O 5.968 2.508 -0.424
N 3.812 2.363 0.418
N 4.952 0.619 0.026
H 3.168 1.586 0.405
H 3.498 3.318 0.320
H 5.742 0.057 -0.258
H 4.142 0.139 0.392
C 1.447 -0.361 -0.360
O 2.576 -0.278 0.057
N 0.356 -0.905 0.232
N 1.067 0.096 -1.507
H 0.463 -1.209 1.189
H -0.507 -1.198 -0.203
H 0.061 0.104 -1.605
H 1.691 0.728 -1.986
C -1.810 -1.407 -2.325
O -2.180 -1.594 -0.917
C -3.670 -1.310 -0.778
C -3.962 0.194 -0.623
N -3.520 0.938 0.487
C -2.493 1.840 0.336
C -2.272 2.609 1.652
O -2.596 1.916 2.859
C -2.955 2.802 4.012
H -2.369 -2.219 -2.792
H -0.761 -1.660 -2.479
H -2.126 -0.477 -2.797
H -3.761 -1.740 0.219
H -4.382 -1.768 -1.465
H -5.051 0.175 -0.672
H -3.936 0.851 -1.492
H -4.157 1.194 1.228
H -2.558 2.640 -0.402
H -1.594 1.244 0.176
H -2.914 3.489 1.598
H -1.242 2.964 1.663
H -3.509 3.731 3.873
H -2.066 2.999 4.612
H -3.524 2.229 4.744
C 2.708 0.135 -6.852
O 2.664 0.542 -5.475
C 2.418 1.893 -5.283
C 3.684 2.688 -5.580
N 3.463 3.768 -6.513
C 2.712 4.824 -5.783
C 1.665 5.386 -6.789
O 0.562 4.518 -6.991
C -0.527 5.353 -7.314
H 3.639 0.106 -7.419
H 1.862 0.510 -7.428
H 2.480 -0.931 -6.829
H 2.048 2.088 -4.276
H 1.597 2.137 -5.957
H 4.298 2.075 -6.239
H 4.339 3.049 -4.787
H 2.790 3.501 -7.218
H 3.424 5.632 -5.615
H 2.316 4.441 -4.842
H 2.197 5.609 -7.714
H 1.395 6.233 -6.158
H -1.282 4.573 -7.418
H -0.340 5.788 -8.295
H -0.769 6.264 -6.767
C 1.719 -3.239 3.063
O 2.130 -3.237 4.387
C 2.365 -4.528 4.973
C 3.090 -4.282 6.307
N 2.436 -3.741 7.492
C 1.756 -2.353 7.357
C 2.807 -1.287 7.496
O 3.192 -1.222 8.822
C 2.429 -0.457 9.737
H 0.933 -3.956 2.829
H 2.508 -3.360 2.320
H 1.103 -2.356 2.896
H 2.863 -5.193 4.267
H 1.397 -5.019 5.078
H 4.099 -3.879 6.228
H 3.422 -5.289 6.561
H 3.006 -3.577 8.309
H 1.049 -2.247 8.179
H 1.195 -2.119 6.453
H 2.425 -0.283 7.312
H 3.602 -1.276 6.750
H 2.463 0.623 9.592
H 2.746 -0.729 10.743
H 1.367 -0.705 9.733
C 1.769 6.017 1.994
O 2.245 4.631 2.062
C 1.337 3.947 2.946
C 1.668 2.499 3.182
N 0.491 1.798 3.646
C 0.836 0.472 4.166
C -0.419 -0.328 4.311
O -0.866 -0.702 3.064
C -1.761 -1.728 2.917
H 1.080 6.190 1.167
H 2.713 6.460 1.676
H 1.455 6.479 2.930
H 0.353 4.062 2.490
H 1.383 4.307 3.974
H 2.489 2.433 3.897
H 2.099 1.902 2.379
H -0.108 1.608 2.855
H 1.287 0.541 5.156
H 1.601 -0.067 3.607
H -1.175 0.180 4.911
H -0.177 -1.241 4.855
H -2.364 -1.763 2.010
H -2.435 -1.662 3.771
H -1.240 -2.684 2.873
C -1.308 -5.071 0.136
O -1.531 -5.939 1.260
C -2.340 -7.081 0.910
C -1.842 -8.134 -0.055
N -0.886 -9.130 0.498
C -0.055 -9.756 -0.491
C -0.877 -10.613 -1.491
O 0.066 -11.166 -2.281
C -0.330 -12.303 -3.060
H -2.244 -4.905 -0.398
H -0.502 -5.408 -0.515
H -1.011 -4.057 0.402
H -3.383 -6.864 0.676
H -2.384 -7.585 1.875
H -1.359 -7.685 -0.923
H -2.724 -8.705 -0.344
H -0.191 -8.646 1.049
H 0.634 -10.463 -0.030
H 0.642 -9.087 -0.995
H -1.587 -9.931 -1.961
H -1.426 -11.417 -1.001
H -0.613 -13.076 -2.345
H 0.443 -12.588 -3.773
H -1.204 -12.033 -3.653
C 0.790 3.681 -0.867
O -0.209 3.737 -1.886
C -0.859 4.935 -2.043
C -1.621 4.797 -3.361
N -2.325 6.034 -3.678
C -3.266 5.969 -4.782
C -4.643 5.424 -4.361
O -5.190 6.250 -3.368
C -6.499 5.775 -2.913
H 1.576 4.435 -0.920
H 1.356 2.750 -0.903
H 0.189 3.773 0.038
H -0.148 5.762 -2.019
H -1.551 5.215 -1.249
H -2.398 4.079 -3.097
H -0.957 4.470 -4.161
H -3.115 6.168 -3.063
H -2.787 5.628 -5.700
H -3.542 7.002 -4.997
H -4.504 4.389 -4.049
H -5.264 5.279 -5.246
H -6.815 6.515 -2.177
H -6.738 4.794 -2.503
H -7.208 5.856 -3.737
```

C38H99F2N6O22S2 | wB97M-V/def2-TZVPD

Results
- Net charge: -1
- Energy relative to the best compared isomer or geometry (same formula, charge and spin): 409.9 kJ/mol
- E_HOMO: -6.255 eV
- M: 1094.4 g mol⁻¹
- LUMO energy: 1.741 eV
- Gap between HOMO and LUMO: 8.0 eV
- Energy: -4486.7494 hartree
- Strongest force on any atom: 0.195 Eh/bohr

Structure (XYZ):
```
169
C38H99F2N6O22S2 | OMol25 | wB97M-V/def2-TZVPD
N -0.338 7.204 2.869
S -1.317 7.911 1.935
O -2.449 8.635 2.493
O -1.549 7.252 0.665
F -0.278 9.154 1.536
S -1.542 6.062 3.242
O -2.053 5.146 2.211
O -2.481 6.420 4.290
F -0.565 5.205 4.133
C 0.725 15.374 3.699
O 0.111 14.736 2.570
C 0.451 13.319 2.573
C -0.703 12.687 1.851
N -1.901 12.660 2.626
C -1.914 11.773 3.800
C -3.282 11.920 4.460
O -3.383 11.554 5.815
C -3.151 10.170 6.032
H 0.545 16.436 3.529
H 1.810 15.295 3.630
H 0.361 15.075 4.682
H 0.623 12.914 3.571
H 1.429 13.026 2.192
H -0.555 11.664 1.505
H -0.956 13.288 0.977
H -1.894 13.622 2.933
H -1.106 12.083 4.463
H -1.715 10.729 3.557
H -3.964 11.329 3.850
H -3.630 12.953 4.452
H -3.824 9.462 5.548
H -3.322 9.858 7.062
H -2.102 9.908 5.892
C -5.011 0.444 -4.147
O -4.490 1.615 -3.520
C -5.104 2.017 -2.364
C -4.412 3.273 -1.776
N -3.026 3.025 -1.416
C -2.459 4.317 -0.975
C -0.889 4.266 -0.668
O -0.229 3.583 -1.667
C 1.184 3.409 -1.434
H -6.001 0.293 -3.716
H -4.415 -0.453 -3.984
H -5.058 0.545 -5.231
H -4.992 1.135 -1.734
H -6.160 2.273 -2.445
H -4.852 3.533 -0.813
H -4.470 4.133 -2.442
H -2.954 2.356 -0.662
H -3.028 4.762 -0.160
H -2.613 5.004 -1.807
H -0.730 3.834 0.320
H -0.574 5.306 -0.582
H 1.602 2.606 -2.040
H 1.291 3.169 -0.376
H 1.779 4.313 -1.566
C 0.382 1.989 2.939
O -0.309 0.761 3.247
C -0.008 -0.299 2.382
C -0.638 -1.619 2.851
N -0.010 -2.153 4.069
C 1.246 -2.856 3.772
C 1.592 -3.573 5.105
O 0.476 -4.406 5.504
C 0.487 -4.918 6.820
H -0.031 2.843 3.477
H 0.203 2.228 1.891
H 1.429 1.924 3.236
H 1.063 -0.468 2.268
H -0.394 0.108 1.447
H -0.711 -2.346 2.042
H -1.690 -1.515 3.118
H -0.569 -2.910 4.436
H 1.967 -2.118 3.423
H 1.214 -3.606 2.981
H 1.554 -2.793 5.865
H 2.613 -3.947 5.174
H 1.450 -5.279 7.183
H -0.344 -5.578 7.069
H 0.385 -4.072 7.501
C -10.028 7.779 -1.015
O -9.329 7.942 0.238
C -8.731 9.262 0.371
C -7.846 9.312 1.751
N -6.913 8.181 1.888
C -5.928 8.470 2.948
C -5.319 7.201 3.394
O -6.391 6.268 3.745
C -6.048 4.866 3.782
H -10.386 6.751 -0.959
H -9.338 7.893 -1.851
H -10.933 8.386 -1.030
H -9.394 10.122 0.457
H -8.101 9.542 -0.473
H -8.528 9.243 2.598
H -7.329 10.269 1.674
H -7.384 7.365 2.251
H -6.225 9.004 3.851
H -5.112 9.066 2.539
H -4.641 7.354 4.234
H -4.709 6.865 2.556
H -5.848 4.493 2.778
H -6.889 4.249 4.098
H -5.159 4.743 4.400
C 1.240 10.607 -1.694
O 0.844 9.607 -2.668
C 0.329 8.438 -2.053
C -0.097 7.471 -3.141
N -1.108 7.980 -4.093
C -2.108 8.930 -3.680
C -3.070 8.270 -2.590
O -3.889 9.244 -1.959
C -4.961 8.708 -1.160
H 0.447 10.869 -0.992
H 1.442 11.541 -2.218
H 2.143 10.344 -1.144
H -0.505 8.728 -1.413
H 1.052 7.997 -1.367
H -0.427 6.621 -2.544
H 0.791 7.165 -3.694
H -0.627 8.393 -4.880
H -2.742 9.104 -4.550
H -1.719 9.915 -3.419
H -2.564 7.634 -1.864
H -3.732 7.619 -3.161
H -5.736 8.441 -1.879
H -5.452 9.456 -0.538
H -4.736 7.863 -0.509
C 3.404 6.394 0.667
C 2.192 5.673 1.160
O 1.978 5.815 2.523
O 3.253 7.814 0.739
H 3.610 6.165 -0.378
H 4.252 6.111 1.291
H 2.327 4.606 0.984
H 1.209 5.952 0.780
H 1.207 6.378 2.619
H 2.932 8.105 1.596
C -1.869 7.229 7.780
C -0.995 6.049 8.186
O -0.066 5.689 7.228
O -1.244 8.509 7.886
H -2.784 7.146 8.367
H -2.343 7.217 6.799
H -1.584 5.178 8.474
H -0.535 6.274 9.148
H -0.014 6.304 6.492
H -0.517 8.401 7.269
C 1.033 8.945 5.489
C 1.541 9.588 4.134
O 1.988 8.706 3.199
O -0.059 7.992 5.340
H 0.703 9.667 6.236
H 1.922 8.389 5.788
H 2.347 10.300 4.314
H 0.826 10.245 3.640
H 1.256 8.084 3.209
H -0.143 7.594 4.471
C -3.222 1.375 1.649
C -4.361 2.375 2.032
O -5.462 1.868 2.681
O -3.481 0.730 0.436
H -3.011 0.652 2.437
H -2.325 1.985 1.542
H -4.742 2.897 1.154
H -4.085 3.141 2.758
H -5.780 1.132 2.152
H -4.351 0.371 0.624
```

Which of these has the lowest energy? C38H99F2N6O22S2